The following is a quantum chemistry calculation of a cluster of 2 separate species, H3N2O2P in total in a non-equilibrium geometry, from the OMol25 dataset.

Each line ends with the natural charge from an NBO analysis.
CARTESIAN COORDINATES (ANGSTROEM)
P: 0.9352 0.6825 0.4541  0.710
O: -2.2750 0.1996 1.8231  -0.366
O: -1.6380 -1.3580 0.4368  -0.389
N: 1.3166 -0.1060 -0.9445  -1.118
N: -1.4801 -0.4039 1.1558  0.416
H: 1.6388 -1.0602 -0.9019  0.411
H: 0.4519 1.8425 -0.1598  -0.073
H: 1.0505 0.2035 -1.8636  0.409

For the calculated total energy, the calculation gives -16408.4186 eV. As for the HOMO-LUMO gap (spin up / spin down): 0.298 / 0.243 Eh. The highest occupied orbital energy (spin up / spin down) is -8.85 / -7.73 eV. The value obtained for the relative energy (zero: lowest compared OMol25 entry of this formula, charge and spin) is 102.8 kcal/mol. Its maximum force is 2.2 eV Å⁻¹.

***

The following is a quantum chemistry calculation of the molecule C4H6N2, from the OMol25 dataset.

Each line ends with the natural charge from an NBO analysis.
CARTESIAN COORDINATES (ANGSTROEM)
N: -0.7339 -1.0193 -0.7259  -0.571
N: -0.3479 1.2511 0.9727  -0.551
C: -1.1931 -1.7968 0.2170  -0.089
C: 0.4364 -0.1820 -0.6124  -0.099
C: 0.3171 1.2695 -0.3100  -0.097
C: 0.7762 0.3640 0.7391  -0.096
H: 1.6948 0.3867 1.3028  0.227
H: -1.2331 0.7448 0.9301  0.350
H: -0.3626 -1.8825 0.9454  0.095
H: 1.2567 -0.4913 -1.2561  0.220
H: -1.3530 -0.7956 -1.4949  0.389
H: 0.8208 2.1238 -0.7266  0.223

For the calculated total energy, the calculation gives -7220.3577 eV. As for the HOMO-LUMO gap: 0.343 Eh. The highest occupied orbital energy is -8.41 eV. The value obtained for the relative energy (zero: lowest compared OMol25 entry of this formula, charge and spin) is 120.7 kcal/mol. Its maximum force is 0.8 eV Å⁻¹.

***

The following is a quantum chemistry calculation of a cluster of 21 separate species, C8H47IO20 in total in a non-equilibrium geometry, from the OMol25 dataset.

Each line ends with the Löwdin charge.
CARTESIAN COORDINATES (ANGSTROEM)
I: 1.9816 3.5980 -1.3747  0.796
O: 2.0739 -3.3990 1.4861  -0.094
O: -3.7012 3.9887 0.5268  -0.111
O: -2.2575 4.1969 2.7747  -0.154
O: -1.6603 -3.1639 2.4530  -0.134
O: 4.0893 2.4054 3.6119  -0.149
O: -2.7959 -0.6263 1.2270  -0.107
O: 1.6463 4.3087 -4.9621  -0.169
O: 0.0408 -5.1217 1.2849  -0.125
O: -3.3862 1.5164 -0.5894  -0.135
O: 4.8054 0.3939 1.8270  -0.105
O: -4.4791 -0.6598 -1.9356  -0.127
O: 0.8570 -0.0751 -5.4975  -0.114
O: -3.0661 3.3285 -2.5009  -0.091
O: -0.3012 -2.4508 -3.7069  -0.115
O: 2.4286 -2.6577 -2.3359  -0.115
O: -2.1953 -0.0201 3.9081  -0.100
O: 1.9052 -1.0847 3.4473  -0.089
O: 1.5196 1.8646 4.4039  -0.105
O: -3.0908 -2.6133 -3.1612  -0.115
O: 4.0652 -4.1482 -0.8750  -0.101
C: -0.2431 1.5582 -0.1607  -0.202
C: 0.0040 -0.4810 0.5004  -0.161
C: -0.3848 0.1568 -0.8409  -0.097
C: 1.0721 0.3321 -1.2331  -0.161
C: 1.1973 1.7032 -0.5520  -0.666
C: 0.0623 0.8582 1.1322  -0.129
C: 1.4562 -0.3880 0.0671  -0.117
C: 1.5898 1.0396 0.7431  -0.127
H: -3.0849 2.3272 -1.1145  0.012
H: -2.9005 3.0534 -3.4604  0.107
H: 1.9647 -0.0851 3.5920  0.044
H: 1.0583 2.7501 4.2404  0.116
H: -4.6294 4.3450 0.7145  0.100
H: 1.4458 3.5449 -4.3295  -0.020
H: -0.3695 -1.4560 0.8135  0.125
H: -0.3547 -1.6725 -4.3513  0.058
H: 3.2280 2.1286 4.0651  -0.002
H: 1.8525 -2.4929 1.8781  0.052
H: 5.7651 0.6761 1.6751  0.101
H: -1.2246 -0.1650 -1.4568  0.143
H: -1.0063 2.3330 -0.3516  0.139
H: -3.8902 0.9037 -1.2173  0.052
H: 2.7309 -3.3949 -1.7122  0.025
H: -4.7321 -0.8795 -0.9809  0.082
H: -2.6043 5.1257 2.9771  0.060
H: 3.1563 -2.5078 -3.0227  0.084
H: -2.1176 -2.4177 -3.3568  0.032
H: -2.8411 3.7927 2.0538  0.004
H: 0.8409 -4.5218 1.1311  0.013
H: 2.1699 -1.2001 0.2543  0.117
H: 1.7981 -0.3736 -5.7187  0.079
H: -1.1763 -3.8347 1.8704  0.011
H: -2.7914 0.2159 0.6664  0.033
H: -0.4166 1.1935 2.0655  0.135
H: 0.5894 -2.4035 -3.2290  0.040
H: 4.2786 -5.0095 -1.3612  0.108
H: 1.4866 0.1397 -2.2384  0.136
H: 0.7747 4.7738 -5.1809  0.063
H: 1.1461 1.4672 5.2561  0.103
H: -2.7424 -0.3570 2.2009  0.028
H: 3.0618 -3.4151 1.2680  0.072
H: -1.5747 -0.3114 4.6523  0.088
H: -1.6516 -2.2702 1.9785  0.004
H: 4.4466 -4.2112 0.0600  0.092
H: 4.3722 0.2510 0.9238  0.082
H: -2.4029 0.9618 4.0370  0.091
H: 1.1375 -1.4386 4.0034  0.086
H: -3.7945 3.1135 0.0276  0.022
H: 0.6540 0.7548 -6.0395  0.076
H: -4.2865 -1.5279 -2.4184  0.033
H: -3.1497 -3.5334 -2.7442  0.095
H: 2.4043 1.4335 1.3486  0.117
H: 4.2877 1.7380 2.8778  -0.007
H: -0.1448 -5.6256 0.4273  0.082
H: -3.9963 3.7224 -2.4420  0.102

For the calculated total energy, the calculation gives -58103.3053 eV. As for the HOMO-LUMO gap: 0.310 Eh. The highest occupied orbital energy is -8.80 eV. Its maximum force is 4.1 eV Å⁻¹.

***

The following is a quantum chemistry calculation of the molecule C22H26N4OS, from the OMol25 dataset.

Each line ends with the natural charge from an NBO analysis.
CARTESIAN COORDINATES (ANGSTROEM)
S: -0.6399 1.4123 1.1810  -0.225
O: -2.1775 -3.3878 -0.6665  -0.665
N: -1.9269 -1.1512 -0.4968  -0.659
N: 2.5718 -1.6509 -0.8442  -0.543
N: 1.1667 -0.1509 0.1104  -0.583
N: 1.8469 2.0178 0.6747  -0.585
C: 5.6876 1.3448 -0.7164  -0.242
C: 0.8694 1.0487 0.6115  0.268
C: 5.3572 2.5813 -0.1699  -0.158
C: -1.0896 -2.4867 1.3017  -0.523
C: 3.1182 1.8125 0.2254  0.292
C: 0.4347 -4.4429 0.6301  -0.410
C: -3.9045 1.0672 -0.7356  0.076
C: -3.5737 2.2354 -1.4110  -0.248
C: 1.6718 -3.5550 0.4482  -0.414
C: -3.6388 3.4748 0.6400  -0.222
C: -4.0029 -0.2351 -1.4767  -0.445
C: 3.4451 0.5543 -0.3208  -0.199
C: -3.4415 3.4311 -0.7293  -0.203
C: 1.5620 -2.6846 -0.8085  -0.220
C: -3.9668 2.3169 1.3225  -0.193
C: 2.3685 -0.4301 -0.3400  0.502
C: -4.0965 1.1217 0.6383  -0.248
C: -1.7920 -2.4132 -0.0460  0.683
C: 4.0851 2.8190 0.2980  -0.270
C: -0.5826 -3.8892 1.6305  -0.384
C: -2.6075 -0.8326 -1.7253  -0.215
C: 4.7428 0.3438 -0.7902  -0.144
H: -1.8127 -2.1817 2.0629  0.233
H: 6.6870 1.1697 -1.0832  0.221
H: -3.5324 4.4079 1.1739  0.210
H: -3.1818 4.3319 -1.2678  0.208
H: 3.8186 3.7759 0.7213  0.219
H: -1.6160 -0.3753 0.0797  0.431
H: -2.7025 -1.7650 -2.2885  0.231
H: -4.5901 -0.9533 -0.9024  0.215
H: -1.4352 -4.5703 1.6485  0.219
H: -1.9993 -0.1216 -2.2942  0.189
H: 3.5096 -1.9242 -1.0891  0.395
H: 1.7903 -2.9057 1.3177  0.203
H: 0.7447 -5.4288 0.9825  0.206
H: -0.0625 -4.5787 -0.3302  0.225
H: -4.3456 0.2181 1.1763  0.211
H: -4.1140 2.3430 2.3921  0.211
H: -0.1381 -3.8754 2.6292  0.196
H: -4.4877 -0.0824 -2.4431  0.211
H: 0.5932 -2.1882 -0.8343  0.243
H: -3.4191 2.2057 -2.4812  0.205
H: 6.1031 3.3593 -0.1139  0.222
H: 2.5706 -4.1725 0.3734  0.198
H: 1.5857 2.9114 1.0710  0.427
H: 1.6713 -3.3034 -1.7021  0.202
H: -0.2786 -1.7584 1.3144  0.241
H: 5.0203 -0.6067 -1.2211  0.204

For the calculated total energy, the calculation gives -42081.5085 eV. As for the HOMO-LUMO gap: 0.290 Eh. The highest occupied orbital energy is -8.11 eV. The value obtained for the relative energy (zero: lowest compared OMol25 entry of this formula, charge and spin) is 1.2 kcal/mol. Its maximum force is 0.9 eV Å⁻¹.

***

| no. | M (Da) |
| --- | --- |
| 1 | 94.0 |
| 2 | 82.1 |
| 3 | 590.3 |
| 4 | 394.5 |